# 1
Formula: C4H4N2O2
Source: the OMol25 dataset
Level of theory: ωB97M-V/def2-TZVPD

The lowest unoccupied orbital energy (alpha / beta) is -0.0167 / -0.0166 Ha. As for the spin multiplicity: 1. The calculation puts the gap between HOMO and LUMO (alpha / beta) at 8.670 / 8.670 eV. Its SMILES is [O-][n+]1ccc[n+]([O-])c1. The net charge is 0.

Positions of all 12 atoms, in Å:
1 C 1.2825 -0.7049 0.1942
2 H 2.2963 -1.1229 0.0775
3 N -1.2259 0.6397 0.0643
4 N 1.3114 0.6682 0.1489
5 H -0.1565 2.4008 0.0120
6 C -0.0598 1.2793 0.0307
7 O -2.3553 1.2152 0.0143
8 H -2.0797 -1.4025 -0.0655
9 H -0.0950 -2.3255 -0.2778
10 O 2.2564 1.4241 -0.0546
11 C -1.2187 -0.7672 -0.0658
12 C 0.0444 -1.3042 -0.0784

Forces on the atoms, in the same order (eV/Å):
C 1.0 1.5 -1.2
H -0.9 -0.1 0.3
N -1.2 -2.0 -0.8
N -5.1 -0.1 -1.4
H 0.6 -1.5 0.0
C 1.8 1.3 1.0
O 0.6 0.6 0.3
H -0.6 0.6 -0.2
H 1.0 -1.5 0.1
O 0.9 -0.1 0.7
C 3.0 1.6 0.5
C -1.1 -0.2 0.8

Partial atomic charges computed with the Mulliken method, in multiples of e: -0.39, 0.37, 0.51, 0.54, 0.38, -0.24, -0.67, 0.41, 0.33, -0.61, -0.31, -0.32

# 2
Formula: C3H4N2O2S
Source: the OMol25 dataset
Level of theory: ωB97M-V/def2-TZVPD

The lowest unoccupied orbital energy is -0.0112 Ha. As for the spin multiplicity: 1. The calculation puts the gap between HOMO and LUMO at 8.331 eV. The net charge is 0.

Positions of all 12 atoms, in Å:
1 N -0.1251 -0.0054 -0.0365
2 H 0.8892 1.8368 -0.6855
3 C -1.1281 0.8063 0.1513
4 C 0.8894 0.4693 -0.8456
5 N -1.8965 0.6230 1.1267
6 H -3.6703 0.8528 1.7743
7 S 2.1904 -0.2177 -1.3682
8 O 1.0758 -1.9575 0.3831
9 H -1.3982 1.7118 -0.5353
10 C 0.2281 -1.1002 0.8602
11 H -0.3762 -1.1747 2.0110
12 O -3.1105 1.3175 0.9545

Forces on the atoms, in the same order (eV/Å):
N 3.9 -3.0 0.4
H -0.3 -3.9 -1.0
C -4.5 4.3 0.1
C 0.6 5.1 1.4
N -1.2 -0.8 0.4
H 2.0 2.2 -3.3
S 1.1 -0.5 -1.2
O -4.6 4.0 3.6
H 0.9 -2.0 0.6
C 2.0 -4.1 -1.0
H 1.9 0.5 -3.7
O -1.7 -1.8 3.9

Partial atomic charges computed with the Mulliken method, in multiples of e: 0.16, 0.17, 0.04, -0.13, -0.29, 0.39, -0.21, -0.48, 0.35, 0.13, 0.29, -0.43

# 3
Formula: C5H32N2O11
Source: the OMol25 dataset
Level of theory: ωB97M-V/def2-TZVPD

The lowest unoccupied orbital energy is 0.0094 Ha. As for the spin multiplicity: 1. The calculation puts the gap between HOMO and LUMO at 9.361 eV. Its SMILES is CN[C@H](C)CNC=O.O.O.O.O.O.O.O.O.O.O. The net charge is 0.

Positions of all 50 atoms, in Å:
1 H 0.5596 -0.6433 -2.5750
2 H -2.0521 -2.1083 0.7036
3 H -2.2311 1.6506 0.3742
4 H -0.4040 4.8383 3.0255
5 O -2.1910 -2.0940 1.7052
6 O -0.8469 3.9791 2.8813
7 H 0.1131 1.4358 1.1426
8 H -1.3358 -0.6458 2.8829
9 O 2.8401 -1.8713 -1.7339
10 H 0.2680 -2.0695 -2.9514
11 H -0.5534 2.6135 -1.0373
12 H 0.1160 1.0855 3.4512
13 H -2.0117 0.1183 1.3076
14 H 2.3797 0.9732 1.1595
15 H 1.1188 -0.3938 2.2098
16 O -2.7267 -0.5440 -2.8627
17 C 2.3101 1.2703 -1.9359
18 H 1.1699 -4.2443 -2.8287
19 H -1.8148 -0.7047 -2.8270
20 H -2.1183 0.0968 -0.4792
21 H 2.4015 -1.5069 -0.9421
22 H -2.8761 -2.7988 1.9186
23 H 3.4098 1.5035 -1.9393
24 O 2.5365 1.8439 1.4036
25 H 0.1312 -1.0290 -0.5199
26 H -2.7817 -1.9674 -1.4275
27 O 0.7330 1.8731 3.3978
28 H -1.8636 -0.0694 4.2076
29 N 0.5839 -0.3924 0.1632
30 H -1.2629 -2.0265 -1.4776
31 C 0.0829 1.6977 -1.0424
32 O -1.0919 -0.1045 3.6501
33 N 1.5001 2.0422 -1.1510
34 O -0.1618 -1.2936 -2.5837
35 O 1.8880 0.4129 -2.7161
36 H 1.6396 -1.7922 1.3478
37 C -0.2083 0.8649 0.2445
38 H 1.8800 2.4671 -0.3323
39 C -1.7449 0.6745 0.3715
40 H -0.0847 -1.6411 1.8454
41 H 0.1606 2.6669 3.3225
42 H -2.8876 -0.1166 -3.7338
43 H -0.2285 1.1456 -1.9917
44 H 1.9269 -2.9992 -2.7086
45 H 2.8116 -1.1823 -2.3853
46 C 0.7883 -1.0495 1.4558
47 H -1.0662 3.8981 2.0184
48 H 1.9468 1.9166 2.1839
49 O -2.0264 -2.3449 -0.9461
50 O 1.2743 -3.4351 -3.2460

Forces on the atoms, in the same order (eV/Å):
H 0.2 0.6 0.0
H -0.5 -0.3 1.0
H -0.1 0.0 0.1
H -0.4 -0.7 -0.3
O -1.2 -1.3 -0.1
O 1.2 1.2 4.6
H 0.1 -0.4 -0.7
H -0.2 -0.2 0.2
O 0.2 -1.1 1.2
H 0.1 -1.1 -0.5
H 0.6 -0.4 0.1
H 0.5 1.1 0.2
H 0.2 0.7 -1.1
H -0.2 -2.7 -1.1
H 0.2 1.1 0.8
O -3.0 1.2 -1.1
C -0.4 1.0 0.3
H -0.6 -2.6 1.0
H 2.6 -0.4 -0.2
H -0.1 0.2 0.1
H 0.1 0.0 -0.5
H 1.4 1.4 -0.6
H -0.9 0.0 0.5
O 0.6 2.5 0.9
H 0.5 0.6 0.8
H 0.1 -0.1 0.1
O -0.5 -0.5 0.1
H -0.4 0.0 0.3
N -0.5 0.4 0.1
H -0.3 -0.3 0.3
C -0.7 -0.3 -0.5
O 0.3 -0.2 -0.2
N -0.1 -1.3 -1.7
O -0.3 0.5 0.1
O 0.3 0.3 0.0
H -0.9 0.6 0.1
C -0.5 0.0 -0.5
H 0.7 0.3 0.6
C 0.6 -0.6 0.5
H 0.8 0.6 -0.4
H 0.2 -0.6 0.1
H 0.1 -0.5 1.0
H 0.4 0.6 1.4
H 1.1 0.7 0.8
H -0.1 1.0 -0.5
C 0.1 -2.7 -0.9
H -1.0 -0.2 -4.3
H 0.0 0.3 0.3
O 0.0 0.0 -0.3
O -0.4 1.5 -1.9

Partial atomic charges computed with the Mulliken method, in multiples of e: 0.10, 0.45, 0.56, 0.33, -0.68, -0.66, -0.17, -0.06, -0.84, 0.41, 0.37, 0.40, 0.21, 0.28, 0.49, -0.68, -0.05, 0.30, 0.38, 0.32, 0.31, 0.28, 0.40, -0.79, 0.13, 0.40, -0.75, 0.26, 0.61, 0.13, -1.26, -0.68, -0.03, -0.62, -0.78, 0.34, 1.21, 0.39, -1.31, 0.22, 0.43, 0.34, 0.20, 0.46, 0.40, -1.03, 0.29, 0.44, -0.73, -0.70

# 4
Formula: C4H16CdN10O10
Source: the OMol25 dataset
Level of theory: ωB97M-V/def2-TZVPD

The expectation value of S² is 0.756. The lowest unoccupied orbital energy (alpha / beta) is -0.1204 / -0.2736 Ha. As for the spin multiplicity: 2. The calculation puts the gap between HOMO and LUMO (alpha / beta) at 7.276 / 3.098 eV. The net charge is +1.

Positions of all 41 atoms, in Å:
1 C -1.4569 2.6999 1.4403
2 N 3.4380 0.9965 1.3642
3 H 2.9357 0.4194 2.0236
4 H 2.8484 -3.1496 -0.4055
5 C 2.5487 1.3740 0.3987
6 O 0.1882 -0.9715 4.5587
7 H -0.9714 -3.5220 -1.3455
8 N 3.0179 2.1400 -0.4797
9 N -0.9889 -0.1696 -3.5540
10 N 0.0081 -3.7075 -1.5076
11 N -2.3682 1.1642 -2.5901
12 C -1.3099 0.4509 -2.4435
13 H -1.2969 4.6154 0.7455
14 H 4.2660 1.5548 1.5151
15 N -2.5845 -2.3303 0.4662
16 H 2.4585 2.2922 -1.3068
17 Cd -0.2341 -0.1799 0.5925
18 H 2.1047 -4.6011 -1.1727
19 H -2.7730 2.4670 2.8213
20 N 2.1052 -3.6310 -0.8913
21 O -1.1750 1.5299 1.1840
22 O 0.4685 -0.5893 2.4696
23 O -0.7266 0.2411 -1.4032
24 N -2.0954 3.1164 2.4481
25 H 4.0061 2.3406 -0.4223
26 H -2.2292 4.1149 2.5206
27 O 1.9649 -1.5336 3.5580
28 H -1.3150 0.1215 -4.4645
29 H -2.6990 1.4668 -3.4951
30 N 0.9050 -1.0239 3.5192
31 O -1.9975 -1.2892 0.7370
32 H -2.7046 1.6866 -1.7938
33 C 0.9213 -2.9997 -0.8889
34 O -2.3854 -3.2708 1.2437
35 O 0.7117 -1.9381 -0.3092
36 N -1.0916 3.6286 0.6809
37 H -0.2875 -0.8963 -3.5458
38 H 0.2644 -4.5928 -1.9207
39 H -0.5783 3.3819 -0.1533
40 O 1.3911 1.0136 0.3391
41 O -3.2838 -2.4197 -0.5329

Forces on the atoms, in the same order (eV/Å):
C 1.0 -3.7 -0.7
N -1.4 -0.5 -0.1
H 1.0 0.2 0.7
H 0.1 -0.7 -0.2
C 0.2 -2.0 2.9
O 0.2 0.1 -0.2
H 0.0 0.0 -0.1
N 2.4 3.5 -3.9
N 1.8 -1.7 -2.9
N -2.2 -0.8 -1.3
N -3.5 3.7 0.6
C 0.9 -1.8 -0.2
H -0.2 -0.4 0.3
H -0.2 -0.5 0.6
N -0.1 -2.8 0.6
H 0.4 0.2 0.1
Cd -1.3 -1.9 -1.9
H 0.7 0.4 0.3
H 0.1 0.3 0.5
N 1.1 0.5 0.1
O -1.5 0.7 1.1
O -0.1 0.1 3.1
O 0.5 0.5 0.0
N -3.4 0.7 4.9
H -0.3 0.3 -0.8
H -0.5 -0.4 0.4
O 1.9 -0.9 1.3
H -0.1 -0.2 0.3
H 0.0 -0.3 0.3
N -1.1 -0.1 -1.1
O -0.2 2.8 0.5
H 0.0 -0.1 -0.1
C 0.4 -0.4 1.0
O -0.4 -0.7 -0.2
O 0.8 -0.1 -0.1
N 3.1 4.9 -5.8
H -0.1 0.3 0.1
H -0.4 0.2 0.1
H 0.1 -0.1 0.2
O 0.2 0.4 0.2
O -0.3 0.1 -0.6

Partial atomic charges computed with the Mulliken method, in multiples of e: 0.55, -0.44, 0.17, 0.23, 0.54, -0.22, 0.18, -0.37, -0.41, -0.36, -0.37, 0.60, 0.19, 0.20, 0.85, 0.26, 2.36, 0.16, 0.28, -0.48, -0.73, -0.24, -0.76, -0.40, 0.19, 0.17, -0.41, 0.16, 0.18, 0.95, -0.42, 0.22, 0.55, -0.61, -0.66, -0.34, 0.20, 0.18, 0.24, -0.77, -0.61

What is the net charge in the second record?
0

Number 2 is which compound?
C3H4N2O2S